Record 1
ORCA calculation (ωB97M-V with the def2-TZVPD basis set) on the molecule C6H9N.

Last column: natural (NBO) charge in e.
Element x y z (Å)
C -2.66 -0.20 -0.21  -0.63
C -1.28 -0.11 0.48  0.15
C -0.64 0.96 -0.12  -0.26
C 0.76 0.89 0.03  -0.57
C 0.88 -0.47 0.61  0.34
C 2.37 -0.90 0.14  -0.64
N -0.23 -1.06 1.00  -0.43
H -2.28 -0.28 -1.18  0.23
H -3.24 0.65 0.00  0.22
H -3.24 -1.03 0.06  0.21
H -1.21 1.79 -0.67  0.21
H 1.39 1.04 -0.87  0.25
H 1.35 1.52 0.72  0.26
H 2.74 -1.81 0.53  0.22
H 2.96 -0.08 0.52  0.22
H 2.32 -0.92 -1.02  0.23

As for the structure (SMILES): CC1=CCC(C)=N1. Its HOMO energy is -8.3 eV. The spin multiplicity is 1. The value obtained for the energy relative to the best compared isomer or geometry (same formula, charge and spin) is 337.4 kJ/mol.



Record 2
ORCA calculation (ωB97M-V with the def2-TZVPD basis set) on a cluster of 14 separate species, F6H26O13P in total.

Last column: natural (NBO) charge in e.
Element x y z (Å)
P 0.26 0.31 -0.10  2.63
F 1.80 0.11 -0.54  -0.60
F 0.75 1.36 1.08  -0.62
F 0.12 1.52 -1.10  -0.58
F -1.26 0.49 0.41  -0.59
F -0.18 -0.78 -1.19  -0.58
F 0.61 -0.85 0.98  -0.60
O -1.53 -1.33 3.49  -0.97
H -1.41 -0.48 3.92  0.47
H -0.63 -1.68 3.40  0.51
O -3.66 2.14 1.09  -0.95
H -3.01 1.73 1.66  0.48
H -4.49 1.70 1.31  0.47
O -4.52 -0.02 -0.77  -0.94
H -3.97 0.72 -0.47  0.48
H -5.42 0.31 -0.72  0.46
O 2.00 0.74 3.33  -0.99
H 2.06 1.62 3.72  0.48
H 1.42 0.86 2.55  0.51
O -2.39 0.11 -3.95  -0.94
H -2.22 1.01 -4.23  0.46
H -1.89 0.01 -3.13  0.48
O -0.61 3.79 1.02  -0.95
H 0.05 3.21 1.41  0.48
H -1.39 3.24 0.93  0.47
O 1.33 -1.96 3.81  -0.97
H 1.60 -1.91 4.73  0.47
H 1.45 -1.06 3.48  0.50
O 1.11 -3.09 -2.31  -0.97
H 0.63 -2.31 -2.01  0.48
H 1.99 -2.77 -2.54  0.48
O 2.61 -2.34 0.80  -0.98
H 1.74 -1.91 0.98  0.49
H 3.04 -2.40 1.66  0.46
O -2.90 -1.90 1.18  -0.97
H -2.93 -1.03 0.77  0.47
H -2.32 -1.79 1.95  0.49
O 3.54 -1.55 -2.02  -0.97
H 3.19 -1.33 -1.14  0.53
H 4.21 -0.87 -2.19  0.46
O 1.03 2.96 -3.18  -0.96
H 1.52 2.37 -3.76  0.48
H 0.34 2.41 -2.80  0.48
O 2.40 0.26 -3.89  -0.96
H 2.85 -0.16 -3.13  0.49
H 3.11 0.48 -4.50  0.45

Its HOMO energy is -7.5 eV. The spin multiplicity is 1. The value obtained for the energy relative to the best compared isomer or geometry (same formula, charge and spin) is 110.4 kJ/mol. As for the charge: -1.



Record 3
ORCA calculation (ωB97M-V with the def2-TZVPD basis set) on a structure of composition C9H13N9STl.

Last column: natural (NBO) charge in e.
Element x y z (Å)
Tl -0.97 -0.41 -2.85  0.84
C 1.14 0.76 1.55  -0.70
C 1.05 0.53 0.10  0.25
N 0.19 1.15 -0.67  -0.24
N -0.31 2.30 -0.15  -0.44
C -1.41 2.87 -0.65  0.34
N -1.65 4.02 -0.04  -0.77
S -2.28 2.25 -2.00  -0.32
C 1.73 -0.60 -0.45  0.12
C 2.57 -1.30 0.44  -0.22
C 3.54 -2.11 -0.12  -0.14
C 3.55 -2.31 -1.54  -0.22
C 2.53 -1.75 -2.30  0.06
N 1.65 -0.89 -1.80  -0.46
H 0.37 1.59 1.86  0.22
H 2.14 0.99 1.90  0.25
H 0.82 -0.19 2.06  0.26
H 0.25 2.85 0.46  0.38
H -1.06 4.32 0.77  0.40
H -2.45 4.62 -0.34  0.44
H 2.52 -1.14 1.50  0.23
H 4.25 -2.61 0.56  0.24
H 4.34 -2.77 -2.14  0.24
H 2.44 -2.09 -3.34  0.21
N -3.92 0.16 0.29  -0.67
N -3.12 -0.91 0.63  0.16
N -2.94 -1.50 1.82  -0.24
C -1.95 -2.39 1.55  0.09
N -1.47 -2.30 0.30  -0.27
N -2.18 -1.36 -0.32  -0.15
H -4.47 0.42 1.16  0.42
H -3.52 0.77 -0.50  0.44
H -1.38 -3.00 2.28  0.23

Its HOMO energy is -11.9 eV. The spin multiplicity is 1. The value obtained for the energy relative to the best compared isomer or geometry (same formula, charge and spin) is 138.1 kJ/mol. As for the charge: +1.



Record 4
ORCA calculation (ωB97M-V with the def2-TZVPD basis set) on the molecule C3H3ClF2.

Last column: natural (NBO) charge in e.
Element x y z (Å)
F -0.29 1.31 -1.38  -0.33
C 0.08 0.12 -0.84  0.15
C -0.75 -0.47 0.21  -0.50
C 0.61 0.07 0.51  0.33
F 1.53 -0.86 0.90  -0.32
Cl 0.72 1.60 1.49  -0.04
H 0.48 -0.48 -1.68  0.20
H -1.51 0.25 0.58  0.26
H -0.87 -1.54 0.23  0.25

As for the structure (SMILES): F[C@@H]1C[C@]1(F)Cl. Its HOMO energy is -10.7 eV. The spin multiplicity is 1. The value obtained for the energy relative to the best compared isomer or geometry (same formula, charge and spin) is 108.6 kJ/mol.



| no. | maximum force (eV/A) |
| --- | --- |
| 1 | 3.87 |
| 2 | 2.22 |
| 3 | 3.86 |
| 4 | 3.72 |